This record from OMol25 describes a structure of composition C37H39Br2ClIN5O2PtSe. The level of theory is ωB97M-V with the def2-TZVPD basis set.

Results
HOMO-LUMO gap (spin up / spin down)	4.42 / 5.43	eV
net charge	+2
ΔE to the lowest compared entry with this formula, charge and spin	0.966	eV
2S+1	5
E_HOMO (spin up / spin down)	-10.43 / -13.59	eV
E_tot	-10283.7199	Eh
lowest unoccupied orbital energy (spin up / spin down)	-0.221 / -0.300	Ha

Element x y z (Å)
Pt 1.19404 2.03905 1.53211
Cl 0.76170 -4.06430 5.08136
C 0.30865 -2.77850 4.06156
C -0.97573 -2.76060 3.54586
C -1.37523 -1.74905 2.69622
I -3.29882 -1.69546 1.97005
C -0.46932 -0.69472 2.28038
O -0.78117 0.13158 1.42362
C 0.86735 -0.68253 2.92849
N 1.70554 0.35176 2.67143
C 2.92099 0.35725 3.21210
C 3.37845 -0.65873 4.04637
C 2.54186 -1.70251 4.33912
C 1.25309 -1.72778 3.77983
H -1.66186 -3.54983 3.82189
H 3.54855 1.20125 2.96978
H 4.37516 -0.60004 4.45891
H 2.85861 -2.49919 4.99743
Br -3.71340 4.47263 5.26123
C -2.28835 3.80281 4.25002
C -1.53613 2.70907 4.75851
C -0.52304 2.22490 3.99827
N -0.19521 2.73813 2.78419
C -0.89731 3.82899 2.29503
C -1.97297 4.35280 3.04605
C -0.46852 4.31381 1.04339
C -1.01080 5.43228 0.37043
C -0.58542 5.73514 -0.88706
Br -1.28768 7.21066 -1.80222
C 0.38920 4.92850 -1.52430
C 0.91268 3.88694 -0.82340
N 0.53824 3.58601 0.44157
H -1.74981 2.28660 5.72798
H 0.08928 1.40923 4.35516
H -2.54604 5.18266 2.66060
H -1.75996 6.04170 0.85308
H 0.71365 5.13132 -2.53313
H 1.65886 3.24334 -1.26590
C 4.18340 2.06548 -1.26361
C 3.77992 2.64023 0.08384
C 4.96750 2.82315 1.01223
O 2.88642 1.70564 0.70237
H 4.86413 2.75119 -1.76785
H 3.31583 1.90593 -1.90665
H 4.68984 1.10930 -1.12941
H 3.27892 3.60134 -0.04523
H 5.47792 1.87151 1.16936
H 4.64860 3.22986 1.97330
H 5.67775 3.52379 0.57321
C -4.59845 -1.70037 -5.02649
C -3.09645 -1.51653 -4.83820
C -2.73896 -0.24872 -4.06450
C -3.04631 -0.31161 -2.57220
N -2.18818 -1.28042 -1.86956
C -0.92382 -1.04768 -1.45544
Se -0.03029 0.55637 -1.61794
N -0.44019 -2.17480 -0.88493
C 0.89973 -2.38308 -0.32737
C 1.77269 -3.22560 -1.25295
C 2.18009 -2.50086 -2.53372
C 3.21755 -1.41053 -2.29289
C -1.41335 -3.14379 -0.92903
C -1.43312 -4.45314 -0.43898
C -2.60308 -5.15168 -0.60778
C -3.72741 -4.57951 -1.24624
C -3.71156 -3.29533 -1.73126
C -2.52490 -2.57598 -1.55763
H -4.81723 -2.62574 -5.55756
H -5.01717 -0.87737 -5.60703
H -5.14069 -1.73328 -4.07827
H -2.61903 -1.46807 -5.81784
H -2.66300 -2.39297 -4.34415
H -3.29660 0.59882 -4.47105
H -1.67960 -0.00752 -4.18704
H -4.07427 -0.61646 -2.38313
H -2.89209 0.65448 -2.09628
H 0.76248 -2.87186 0.64006
H 1.33380 -1.39854 -0.15515
H 1.25121 -4.15546 -1.49010
H 2.66720 -3.50630 -0.69053
H 1.29242 -2.08030 -3.02040
H 2.57836 -3.23404 -3.23605
H 2.85767 -0.65125 -1.59473
H 3.47803 -0.90426 -3.22240
H 4.13432 -1.83694 -1.88097
H -0.57354 -4.89715 0.04370
H -2.67050 -6.16951 -0.24888
H -4.62228 -5.17620 -1.35759
H -4.57283 -2.86943 -2.22509



This record from OMol25 describes a structure of composition C14H18N2Ti in a non-equilibrium geometry. The level of theory is ωB97M-V with the def2-TZVPD basis set.

Results
HOMO-LUMO gap (spin up / spin down)	0.78 / 6.40	eV
net charge	-2
2S+1	3
E_HOMO (spin up / spin down)	3.27 / -1.06	eV
E_tot	-1503.0675	Eh
lowest unoccupied orbital energy (spin up / spin down)	0.149 / 0.196	Ha

Element x y z (Å)
C -1.45629 2.79003 -0.27840
C -1.45582 2.08944 -1.53086
C -0.09792 1.87099 -1.91593
C 0.75614 2.40579 -0.87126
C -0.09229 2.97495 0.13294
Ti -0.47922 0.67889 0.12864
C -1.60159 -0.98533 -0.97210
C -2.29557 -0.43830 0.11179
C -3.45567 -0.35273 0.75939
N -1.29203 0.71396 1.66421
H 0.24084 1.45039 -2.86504
H -2.33595 1.81022 -2.10762
H 1.85123 2.41751 -0.88980
H 0.24027 3.50880 1.02403
H -2.34589 3.15240 0.23787
H -1.81190 -0.67019 -2.00941
H -1.35710 1.00606 2.63655
H -1.14314 -1.97929 -0.88631
H -4.32703 -0.93756 0.41086
H -3.60649 0.32406 1.62554
C 1.14926 -0.76860 2.79659
C 1.57977 -1.27326 1.47703
C 2.46600 -2.33601 1.22017
C 2.57439 -2.44595 -0.18031
C 1.75773 -1.45871 -0.74318
C 1.56055 -1.22900 -2.18827
N 1.15376 -0.74140 0.27568
H 1.29274 0.31502 2.87679
H 1.75575 -1.26462 3.56191
H 0.09222 -0.97919 2.98813
H 2.93799 -2.93523 1.99287
H 3.16067 -3.16311 -0.76432
H 2.54483 -1.13065 -2.66556
H 1.06084 -2.09020 -2.64574
H 0.97891 -0.32918 -2.40689



What is the 2S+1 in the first record?
5



The highest E_tot belongs to which entry?
C14H18N2Ti